The following is a DFT calculation (ωB97M-V/def2-TZVPD) of C32H39CoN2O2P2Si2 as an isolated structure.

```
80
Properties=species:S:1:pos:R:3
Co -0.0317 1.2540 -1.3430
C -1.8846 -1.4266 -3.5830
Si -2.6521 -0.3930 -2.2335
C -4.1200 -1.3311 -1.5571
C -3.3283 1.1783 -2.9628
N -1.3462 -0.1348 -1.0854
P -1.4497 0.1424 0.5366
C 0.0319 0.1232 1.4482
P 1.5549 0.0963 0.6053
N 1.4715 0.1285 -1.0266
Si 2.5163 -0.6100 -2.2105
C 2.3733 0.4760 -3.7208
C 1.9341 -2.3227 -2.6428
C 4.3013 -0.7173 -1.6711
C 2.3625 -1.4608 1.0913
C 1.6353 -2.6385 0.8979
C 2.1767 -3.8641 1.2489
C 3.4512 -3.9226 1.8013
C 4.1764 -2.7576 2.0008
C 3.6338 -1.5271 1.6505
C 2.6060 1.3737 1.3437
C 3.4186 2.1895 0.5677
C 4.2370 3.1330 1.1713
C 4.2378 3.2693 2.5525
C 3.4102 2.4696 3.3306
C 2.5902 1.5249 2.7292
C -2.4247 -1.1807 1.3050
C -3.0928 -0.9916 2.5124
C -3.6977 -2.0665 3.1464
C -3.6235 -3.3368 2.5911
C -2.9408 -3.5354 1.3993
C -2.3399 -2.4608 0.7595
C -2.2363 1.7419 0.8590
C -3.6005 1.8303 0.8726
C -4.2638 3.0532 1.0722
C -3.5121 4.2279 1.3283
C -2.1607 4.2015 1.3126
C -1.3783 2.9881 0.9360
H -2.5631 -1.5224 -4.4370
H -1.6556 -2.4318 -3.2185
H -0.9530 -0.9791 -3.9424
H -4.8990 -1.2626 -2.3229
H -4.5273 -0.9151 -0.6330
H -3.9114 -2.3874 -1.3800
H -4.1566 0.9392 -3.6367
H -2.5719 1.7332 -3.5216
H -3.6912 1.8429 -2.1764
H 1.3253 0.6442 -3.9902
H 2.8666 0.0187 -4.5831
H 2.8342 1.4516 -3.5420
H 0.8930 -2.3122 -2.9781
H 2.0117 -2.9892 -1.7804
H 2.5484 -2.7398 -3.4476
H 4.5934 0.0998 -1.0094
H 4.9468 -0.6790 -2.5535
H 4.4979 -1.6568 -1.1500
H 0.6386 -2.5835 0.4727
H 1.6066 -4.7721 1.0975
H 3.8769 -4.8785 2.0799
H 5.1679 -2.8034 2.4330
H 4.2042 -0.6207 1.8090
H 3.3810 2.1107 -0.5115
H 4.8636 3.7714 0.5612
H 4.8758 4.0073 3.0219
H 3.3980 2.5857 4.4069
H 1.9296 0.9065 3.3244
H -3.1326 -0.0054 2.9570
H -4.2221 -1.9130 4.0808
H -4.0921 -4.1742 3.0928
H -2.8788 -4.5260 0.9668
H -1.8075 -2.6054 -0.1741
H -4.1938 0.9303 0.7508
H -5.3445 3.0875 1.0756
H -4.0329 5.1485 1.5607
H -1.5963 5.0996 1.5367
H -0.5552 2.8275 1.6430
O -1.2252 2.5892 -1.5026
C -0.6041 3.2597 -0.4305
O 0.6574 2.6406 -0.3892
H -0.5379 4.3401 -0.5936
```

Calculated values
⟨S²⟩ ... 6.08
Kohn-Sham gap (spin up / spin down) ... 0.238 / 0.265 Eh
2S+1 ... 5
Total charge ... 0
Electronic energy ... -4147.228004 hartree
F_max ... 0.0162 hartree/bohr

---

The following is a DFT calculation (ωB97M-V/def2-TZVPD) of C32H40BClN12O4S2Ti as an isolated structure in a non-equilibrium geometry.

```
93
Properties=species:S:1:pos:R:3
Ti 0.3488 -0.2103 0.0683
C -4.4351 -0.3069 1.3569
C -5.1931 0.2602 0.1669
C -5.5450 -0.8536 -0.8251
C -4.3597 1.2862 -0.5354
C -4.7328 2.0736 -1.6434
C -3.6113 2.8153 -1.9235
N -2.6582 2.4761 -1.0331
N -3.1096 1.5450 -0.1980
B -1.2074 2.9403 -1.0590
N -0.6187 2.9244 0.3456
C -0.8390 3.9574 1.1719
C -0.1419 3.7359 2.3322
C 0.4835 2.4955 2.1428
N 0.1780 2.0210 0.9337
C 1.4056 1.8369 3.1250
C 2.8547 2.2737 2.8908
C 0.9646 2.1903 4.5484
N -0.4589 2.0925 -2.1063
C -0.4958 2.4810 -3.3941
C 0.0385 1.4803 -4.1649
C 0.3789 0.4708 -3.2531
N 0.0755 0.8561 -2.0090
C 1.0135 -0.8295 -3.6155
C 0.5141 -1.3621 -4.9562
C 2.5346 -0.6734 -3.6337
H -5.0044 -1.0758 1.8757
H -4.1869 0.4794 2.0631
H -3.5085 -0.7477 1.0049
H -6.1281 0.7322 0.5130
H -4.6257 -1.3027 -1.1940
H -6.1049 -0.4595 -1.6744
H -6.1421 -1.6280 -0.3419
H -5.6752 2.0926 -2.1579
H -3.4183 3.5506 -2.6823
H -1.1614 4.0753 -1.4590
H -1.4716 4.7720 0.8820
H -0.0883 4.3780 3.1869
H 1.3425 0.7520 2.9943
H 2.9318 3.3607 2.9044
H 3.2071 1.9115 1.9305
H 3.5022 1.8641 3.6642
H 1.1084 3.2524 4.7507
H 1.5301 1.6166 5.2789
H -0.0858 1.9428 4.6644
H -0.8998 3.4367 -3.6709
H 0.1645 1.4709 -5.2310
H 0.7426 -1.5565 -2.8403
H 0.8566 -0.7521 -5.7932
H -0.5716 -1.3968 -4.9540
H 0.8889 -2.3741 -5.0942
H 2.8370 0.0684 -4.3763
H 3.0030 -1.6264 -3.8637
H 2.8831 -0.3629 -2.6525
S -1.5763 -1.3555 -1.0251
C -1.2474 -3.0387 -0.7134
C -2.3000 -3.9466 -0.6156
C -2.0726 -5.2769 -0.3122
C -0.7832 -5.7244 -0.0740
C 0.2776 -4.8487 -0.2183
C 0.0756 -3.5207 -0.5789
S 1.4426 -2.4996 -0.9285
H -3.3083 -3.5881 -0.7687
H -2.9053 -5.9664 -0.2468
H -0.6013 -6.7538 0.2189
H 1.2889 -5.1927 -0.0573
N 2.3203 2.5837 -1.1913
C 3.0296 1.4931 -0.7919
N 4.3416 1.5346 -1.0531
C 5.0486 0.5680 -0.4360
N 6.3983 0.5426 -0.7421
N 4.5887 -0.2933 0.4299
C 3.2357 -0.3131 0.5924
N 2.3998 0.5490 -0.0984
C 2.6524 -1.2152 1.5036
C 3.4517 -2.0606 2.3053
C 2.8577 -3.0395 3.0590
C 1.4673 -3.1922 2.9695
C 0.7362 -2.3180 2.1853
N 1.2761 -1.3094 1.4982
H 2.6846 3.1068 -1.9681
H 1.3205 2.4975 -1.1044
H 6.7451 1.4376 -1.0501
H 6.9550 0.0760 -0.0435
H 4.5208 -1.9193 2.2748
H 3.4446 -3.6911 3.6969
H 0.9620 -3.9911 3.4894
H -0.3345 -2.4735 2.0809
O -2.2140 0.9267 3.4552
Cl -1.5418 -0.2601 3.0436
O -0.3548 -0.4031 3.8211
O -2.3721 -1.3913 3.2836
O -1.2158 -0.1797 1.6533
```

Calculated values
⟨S²⟩ ... 2.02
Kohn-Sham gap (spin up / spin down) ... 0.178 / 0.206 Eh
2S+1 ... 3
Energy relative to the best compared isomer or geometry (same formula, charge and spin) ... 21.8 kcal/mol
Total charge ... -2
Electronic energy ... -4332.407277 hartree
F_max ... 0.0421 hartree/bohr

---

The following is a DFT calculation (ωB97M-V/def2-TZVPD) of C32H40ClN7NiO5PSe as an isolated structure in a non-equilibrium geometry.

```
88
Properties=species:S:1:pos:R:3
Ni -0.2907 -0.3651 -0.0333
Cl -5.3046 -1.4304 4.9321
C -4.2550 -0.8917 3.6576
C -4.1589 0.4834 3.3816
C -3.3347 0.9456 2.3906
C -2.5260 0.0620 1.6363
O -1.7338 0.5520 0.7390
C -2.6802 -1.3343 1.8893
C -2.0492 -2.3083 1.0661
N -1.1813 -2.0376 0.1420
C -0.6649 -3.0373 -0.7042
C -1.1499 -4.3012 -0.8966
C -0.4995 -5.1801 -1.7943
C 0.5988 -4.7906 -2.5009
C 1.1078 -3.4758 -2.3489
C 2.2233 -2.9747 -3.0577
C 2.6256 -1.6887 -2.8521
C 1.9195 -0.8798 -1.9417
N 0.8793 -1.3099 -1.2638
C 0.4678 -2.6076 -1.4542
C -3.5481 -1.7849 2.9087
H -4.7518 1.1755 3.9654
H -3.2712 2.0039 2.1734
H -2.3472 -3.3447 1.2168
H -2.0434 -4.6423 -0.3923
H -0.9007 -6.1756 -1.9278
H 1.0791 -5.4660 -3.1968
H 2.7418 -3.6166 -3.7596
H 3.4717 -1.2694 -3.3780
H 2.2230 0.1475 -1.7941
H -3.6521 -2.8490 3.0839
C 0.0787 -1.1125 5.2768
N 0.8350 -1.7578 4.2051
C 1.5436 -2.8915 4.4082
C 2.2178 -3.4936 3.4063
C 2.1123 -2.8821 2.1200
N 1.3969 -1.7970 1.9022
C 0.7649 -1.1756 2.9318
O 0.1282 -0.1377 2.7974
N 2.7581 -3.4208 1.0655
H 0.3012 -1.6162 6.2140
H -0.9888 -1.1679 5.0676
H 0.3587 -0.0646 5.3431
H 1.5424 -3.2781 5.4185
H 2.7900 -4.3918 3.5765
H 3.2507 -4.2909 1.1457
H 2.6151 -3.0225 0.1534
C 4.3496 1.4015 0.9969
C 2.9166 0.9403 0.9390
O 2.2085 1.8203 0.0303
P 0.6392 1.6623 -0.2741
O 0.5350 2.1597 -1.7729
C 1.1208 3.4232 -2.2004
C 2.3158 3.1476 -3.0783
O -0.0175 2.8768 0.4992
C -0.0197 2.9388 1.9498
C -0.0293 4.3910 2.3495
H 4.9189 0.7566 1.6676
H 4.4125 2.4248 1.3656
H 4.8095 1.3617 0.0090
H 2.4403 0.9770 1.9189
H 2.8327 -0.0851 0.5787
H 1.3826 4.0181 -1.3262
H 0.3322 3.9381 -2.7445
H 3.0899 2.6166 -2.5239
H 2.7370 4.0880 -3.4371
H 2.0263 2.5509 -3.9450
H 0.8558 2.4212 2.3415
H -0.8981 2.4016 2.2990
H 0.8492 4.9074 1.9625
H -0.0268 4.4731 3.4372
H -0.9212 4.8900 1.9704
C -3.5934 2.3572 -1.6675
N -2.7635 2.4053 -2.8625
C -2.4110 3.5383 -3.5707
C -1.5897 3.1439 -4.5631
N -1.4419 1.7723 -4.4441
C -0.6359 0.9183 -5.2963
C -2.1766 1.3152 -3.4047
Se -2.3581 -0.4148 -2.8285
H -3.9732 3.3571 -1.4726
H -3.0017 2.0025 -0.8232
H -4.4202 1.6676 -1.8234
H -2.7833 4.5130 -3.3119
H -1.1108 3.7059 -5.3446
H -0.1028 1.5434 -6.0087
H -1.2683 0.2078 -5.8252
H 0.0711 0.3576 -4.6849
```

Calculated values
Kohn-Sham gap (spin up / spin down) ... 0.221 / 0.221 Eh
2S+1 ... 1
Energy relative to the best compared isomer or geometry (same formula, charge and spin) ... 0.0 kcal/mol
Total charge ... +1
Electronic energy ... -6714.181777 hartree
F_max ... 0.0225 hartree/bohr

---

The following is a DFT calculation (ωB97M-V/def2-TZVPD) of C32H40FN6O2SiTi as an isolated structure.

```
83
Properties=species:S:1:pos:R:3
Ti -0.4353 -0.5848 0.1688
C -1.3605 0.5678 2.8132
N -1.0597 -0.7965 2.2683
C 0.0972 -1.3832 2.9845
C 1.3025 -0.5421 2.6837
C 2.3658 -0.4344 3.5591
C 3.4191 0.4092 3.2340
C 3.3391 1.1465 2.0626
C 2.2391 0.9854 1.2425
N 1.2451 0.1328 1.5229
C -2.2580 -1.6472 2.4098
C -3.2388 -1.2102 1.3614
C -4.6032 -1.3915 1.4836
C -5.4331 -0.9107 0.4825
C -4.8628 -0.2418 -0.5937
C -3.4897 -0.1158 -0.6515
N -2.6807 -0.6057 0.2995
C -1.0164 1.7226 1.9060
C -0.9103 2.9971 2.4299
C -0.7016 4.0664 1.5704
C -0.6175 3.8223 0.2061
C -0.6975 2.5191 -0.2405
N -0.8793 1.4789 0.5911
H -2.4304 0.6407 3.0184
H -0.8493 0.6986 3.7678
H -0.0901 -1.4280 4.0607
H 0.2560 -2.4021 2.6323
H 2.3649 -0.9943 4.4852
H 4.2703 0.5074 3.8942
H 4.1166 1.8456 1.7889
H 2.1463 1.5750 0.3404
H -1.9857 -2.6921 2.2630
H -2.6860 -1.5617 3.4113
H -5.0058 -1.8930 2.3540
H -6.5052 -1.0383 0.5508
H -5.4784 0.1821 -1.3740
H -3.0136 0.4017 -1.4734
H -1.0047 3.1573 3.4962
H -0.6112 5.0732 1.9563
H -0.4845 4.6327 -0.4961
H -0.6229 2.2839 -1.2936
C -1.3713 -3.9455 0.1385
Si 0.5222 -3.7723 0.1297
C 1.2890 -4.4818 1.7036
C 1.1701 -4.6990 -1.3781
N 0.8590 -1.9974 0.0187
C 2.0175 -1.6583 -0.6875
C 3.1703 -2.4523 -0.8051
C 4.1911 -2.1240 -1.6796
C 4.1344 -0.9745 -2.4599
C 3.0552 -0.1138 -2.3114
C 2.0722 -0.4820 -1.4303
F 0.9962 0.4107 -1.2168
H -1.7433 -4.3654 1.0746
H -1.6523 -4.6614 -0.6357
H -1.9030 -3.0205 -0.0880
H 1.6279 -5.4973 1.4835
H 0.5990 -4.5741 2.5448
H 2.1627 -3.9179 2.0399
H 0.4911 -5.5212 -1.6130
H 2.1472 -5.1422 -1.1851
H 1.2629 -4.0714 -2.2661
H 3.2720 -3.3303 -0.1805
H 5.0549 -2.7717 -1.7490
H 4.9287 -0.7330 -3.1514
H 2.9934 0.8259 -2.8462
O -1.1837 0.6203 -2.8575
C -0.9667 -0.5843 -2.7317
O -0.9543 -1.2214 -1.6218
C -0.6680 -1.3978 -4.0092
N -0.9153 -0.4848 -5.1761
C -2.1951 -0.9315 -5.8236
C -2.1624 -2.4392 -5.6307
C -1.5932 -2.6150 -4.2139
H 0.3839 -1.6828 -3.9770
H -0.1496 -0.5059 -5.8474
H -0.9941 0.4609 -4.7646
H -2.2268 -0.6168 -6.8632
H -3.0204 -0.4714 -5.2818
H -1.5001 -2.8951 -6.3687
H -3.1444 -2.8900 -5.7487
H -1.0487 -3.5503 -4.1149
H -2.3866 -2.6120 -3.4657
```

Calculated values
Kohn-Sham gap ... 0.253 Eh
2S+1 ... 1
Energy relative to the best compared isomer or geometry (same formula, charge and spin) ... 7.3 kcal/mol
Total charge ... +3
Electronic energy ... -2960.572609 hartree
F_max ... 0.0188 hartree/bohr

---

The following is a DFT calculation (ωB97M-V/def2-TZVPD) of C32H40FN6O2SiTi as an isolated structure in a non-equilibrium geometry.

```
83
Properties=species:S:1:pos:R:3
Ti -0.2691 -0.5327 -0.3492
C -1.4554 -2.7959 1.3854
N -0.4800 -2.7026 0.2771
C -0.9575 -3.4639 -0.8896
C -0.3915 -2.9211 -2.1744
C -0.2881 -3.7322 -3.2988
C 0.0936 -3.1714 -4.5073
C 0.3546 -1.8076 -4.5429
C 0.2642 -1.0764 -3.3727
N -0.0909 -1.6135 -2.1977
C 0.8572 -3.2081 0.6606
C 1.9935 -2.2625 0.3830
C 3.2680 -2.5596 0.8730
C 4.3021 -1.6647 0.6718
C 4.0414 -0.5150 -0.0700
C 2.7641 -0.3096 -0.5588
N 1.7435 -1.1447 -0.3063
C -2.1146 -1.4816 1.7360
C -3.0024 -1.4176 2.8123
C -3.6188 -0.2169 3.1131
C -3.3436 0.8938 2.3195
C -2.4414 0.7618 1.2832
N -1.8258 -0.3986 1.0109
H -0.9696 -3.1627 2.2977
H -2.2456 -3.5187 1.1387
H -2.0493 -3.3832 -0.9646
H -0.7270 -4.5359 -0.8003
H -0.5104 -4.7867 -3.2291
H 0.1792 -3.7759 -5.3971
H 0.6323 -1.3171 -5.4617
H 0.4499 -0.0112 -3.3755
H 1.0680 -4.1678 0.1670
H 0.8919 -3.4140 1.7335
H 3.4377 -3.4631 1.4389
H 5.2826 -1.8540 1.0830
H 4.8198 0.2054 -0.2591
H 2.5329 0.5512 -1.1731
H -3.2031 -2.2995 3.4019
H -4.3085 -0.1443 3.9411
H -3.8249 1.8379 2.5130
H -2.1867 1.6011 0.6406
C 1.5961 2.2152 -3.0839
Si 0.4176 2.4625 -1.5908
C 1.5239 2.8197 -0.0518
C -0.4075 4.1807 -1.7598
N -0.6707 1.0312 -1.3752
C -1.8541 1.0078 -2.1094
C -2.2951 1.9947 -3.0131
C -3.5248 1.9379 -3.6418
C -4.3965 0.8826 -3.4375
C -3.9938 -0.1436 -2.6048
C -2.7672 -0.0499 -1.9946
F -2.3911 -1.1462 -1.1918
H 2.3815 2.9637 -3.0235
H 1.0791 2.4024 -4.0210
H 2.0983 1.2527 -3.1701
H 2.3368 3.4499 -0.3995
H 1.9825 1.9682 0.4391
H 0.9573 3.4199 0.6577
H 0.2803 4.9302 -1.3738
H -1.3456 4.2867 -1.2181
H -0.5956 4.4626 -2.7919
H -1.6634 2.8313 -3.2329
H -3.8116 2.7357 -4.3074
H -5.3544 0.8464 -3.9226
H -4.6125 -1.0070 -2.4253
O 0.5198 -1.2200 2.5905
C 0.5418 -0.0156 2.4182
O 0.4659 0.5553 1.2770
C 0.5947 0.9272 3.6530
N 1.0545 2.2900 3.2404
C 2.3783 2.5502 3.8950
C 2.8846 1.1616 4.2637
C 1.6042 0.4587 4.6995
H -0.4194 0.9669 4.0608
H 0.3789 3.0166 3.4891
H 1.1435 2.2777 2.2036
H 2.2181 3.1431 4.7972
H 3.0447 3.0982 3.2296
H 3.6205 1.2033 5.0616
H 3.3301 0.6575 3.4028
H 1.3067 0.7974 5.6903
H 1.6915 -0.6246 4.7186
```

Calculated values
Kohn-Sham gap ... 0.262 Eh
2S+1 ... 1
Energy relative to the best compared isomer or geometry (same formula, charge and spin) ... 15.6 kcal/mol
Total charge ... +3
Electronic energy ... -2960.559347 hartree
F_max ... 0.0407 hartree/bohr

---

What did the fourth record say?
The following is a DFT calculation (ωB97M-V/def2-TZVPD) of C32H40FN6O2SiTi as an isolated structure.

```
83
Properties=species:S:1:pos:R:3
Ti -0.4353 -0.5848 0.1688
C -1.3605 0.5678 2.8132
N -1.0597 -0.7965 2.2683
C 0.0972 -1.3832 2.9845
C 1.3025 -0.5421 2.6837
C 2.3658 -0.4344 3.5591
C 3.4191 0.4092 3.2340
C 3.3391 1.1465 2.0626
C 2.2391 0.9854 1.2425
N 1.2451 0.1328 1.5229
C -2.2580 -1.6472 2.4098
C -3.2388 -1.2102 1.3614
C -4.6032 -1.3915 1.4836
C -5.4331 -0.9107 0.4825
C -4.8628 -0.2418 -0.5937
C -3.4897 -0.1158 -0.6515
N -2.6807 -0.6057 0.2995
C -1.0164 1.7226 1.9060
C -0.9103 2.9971 2.4299
C -0.7016 4.0664 1.5704
C -0.6175 3.8223 0.2061
C -0.6975 2.5191 -0.2405
N -0.8793 1.4789 0.5911
H -2.4304 0.6407 3.0184
H -0.8493 0.6986 3.7678
H -0.0901 -1.4280 4.0607
H 0.2560 -2.4021 2.6323
H 2.3649 -0.9943 4.4852
H 4.2703 0.5074 3.8942
H 4.1166 1.8456 1.7889
H 2.1463 1.5750 0.3404
H -1.9857 -2.6921 2.2630
H -2.6860 -1.5617 3.4113
H -5.0058 -1.8930 2.3540
H -6.5052 -1.0383 0.5508
H -5.4784 0.1821 -1.3740
H -3.0136 0.4017 -1.4734
H -1.0047 3.1573 3.4962
H -0.6112 5.0732 1.9563
H -0.4845 4.6327 -0.4961
H -0.6229 2.2839 -1.2936
C -1.3713 -3.9455 0.1385
Si 0.5222 -3.7723 0.1297
C 1.2890 -4.4818 1.7036
C 1.1701 -4.6990 -1.3781
N 0.8590 -1.9974 0.0187
C 2.0175 -1.6583 -0.6875
C 3.1703 -2.4523 -0.8051
C 4.1911 -2.1240 -1.6796
C 4.1344 -0.9745 -2.4599
C 3.0552 -0.1138 -2.3114
C 2.0722 -0.4820 -1.4303
F 0.9962 0.4107 -1.2168
H -1.7433 -4.3654 1.0746
H -1.6523 -4.6614 -0.6357
H -1.9030 -3.0205 -0.0880
H 1.6279 -5.4973 1.4835
H 0.5990 -4.5741 2.5448
H 2.1627 -3.9179 2.0399
H 0.4911 -5.5212 -1.6130
H 2.1472 -5.1422 -1.1851
H 1.2629 -4.0714 -2.2661
H 3.2720 -3.3303 -0.1805
H 5.0549 -2.7717 -1.7490
H 4.9287 -0.7330 -3.1514
H 2.9934 0.8259 -2.8462
O -1.1837 0.6203 -2.8575
C -0.9667 -0.5843 -2.7317
O -0.9543 -1.2214 -1.6218
C -0.6680 -1.3978 -4.0092
N -0.9153 -0.4848 -5.1761
C -2.1951 -0.9315 -5.8236
C -2.1624 -2.4392 -5.6307
C -1.5932 -2.6150 -4.2139
H 0.3839 -1.6828 -3.9770
H -0.1496 -0.5059 -5.8474
H -0.9941 0.4609 -4.7646
H -2.2268 -0.6168 -6.8632
H -3.0204 -0.4714 -5.2818
H -1.5001 -2.8951 -6.3687
H -3.1444 -2.8900 -5.7487
H -1.0487 -3.5503 -4.1149
H -2.3866 -2.6120 -3.4657
```

Calculated values
Kohn-Sham gap ... 0.253 Eh
2S+1 ... 1
Energy relative to the best compared isomer or geometry (same formula, charge and spin) ... 7.3 kcal/mol
Total charge ... +3
Electronic energy ... -2960.572609 hartree
F_max ... 0.0188 hartree/bohr

---

> What is the total charge in the third record?

+1

---

> The lowest total charge belongs to which entry?

C32H40BClN12O4S2Ti

---

> Which value of electronic energy does entry 2 give?

-4332.407277 hartree